Here is 4 unconnected molecules or ions with the total composition C5H18N2O3 from the Open Molecules 2025 dataset. Energies are from ωB97M-V/def2-TZVPD.

Structure (ORCA input):
```
! RIJCOSX wB97M-V def2-TZVPD def2/J DEFGRID3
* xyz 0 1
N -1.3507 -1.3892 1.8166
C -0.8412 -1.2459 0.4468
C -0.5034 0.2043 0.0229
C -1.6946 0.9951 -0.5605
C -1.1447 1.7208 -1.7953
C -0.0808 0.7402 -2.2768
N 0.4721 0.0705 -1.0966
H -2.3430 -1.2003 1.8937
H -0.9003 -0.7270 2.4378
H -1.5103 -1.6939 -0.2722
H 0.1101 -1.7434 0.4630
H -0.1637 0.7259 0.9053
H -1.9657 1.7900 0.1346
H -2.5668 0.3665 -0.7286
H -1.9075 1.8493 -2.5555
H -0.6945 2.6799 -1.5579
H 0.6854 1.1727 -2.9237
H -0.5886 -0.0163 -2.8866
H 1.3698 0.4767 -0.8594
O 2.8647 -1.6617 -1.6058
H 2.0765 -1.2437 -1.9975
H 2.3944 -2.3076 -1.0596
O -0.6316 0.8255 3.9370
H -0.1913 0.0997 4.4014
H 0.0805 1.2058 3.4084
O 2.8877 -0.1845 0.8766
H 2.9976 -0.9650 1.4297
H 3.1399 -0.5443 0.0020
*
```

As for the energy above the lowest of the compared OMol25 structures with the same formula, charge and spin: 0.458 eV. For the LUMO energy, the calculation gives 0.0207 Eh. The value obtained for the molar mass is 154.21 g mol⁻¹. As for the SMILES: NC[C@@H]1CCCN1.O.O.O. As for the HOMO energy: -8.76 eV.